# 1
Entry from the OMol25 dataset: a structure of composition C53H39AsN6O2S2Ti in a non-equilibrium geometry (ωB97M-V/def2-TZVPD).

```
104
Properties=species:S:1:pos:R:3:forces:R:3:mulliken_charge:R:1
Ti -0.028 -1.786 0.451 0.0 -2.6 1.2 -0.909
C -6.753 10.005 0.978 -0.1 0.1 0.0 -0.846
O -6.351 9.299 -0.178 0.0 0.1 -0.1 -0.466
C -5.591 8.191 -0.011 0.1 -0.1 0.1 0.982
C -5.140 7.570 -1.176 0.0 0.0 -0.1 -0.577
C -4.376 6.428 -1.106 0.1 -0.1 0.1 -0.551
C -4.041 5.865 0.130 -0.1 0.2 0.1 0.096
C -4.479 6.503 1.285 0.1 -0.1 -0.1 -0.829
C -5.247 7.656 1.225 -0.1 0.1 0.1 -0.521
C -3.298 4.609 0.172 0.1 -0.3 0.1 0.203
N -2.725 4.023 -0.851 0.0 0.2 -0.2 -0.865
C -2.223 2.841 -0.375 -0.2 0.1 0.7 1.150
C -2.504 2.707 0.975 0.1 0.1 -0.7 -0.085
N -3.180 3.851 1.310 0.0 0.1 0.0 -0.051
C -2.209 1.547 1.743 0.0 -0.4 0.6 0.499
C -2.541 1.350 3.081 0.0 0.4 -0.4 -1.049
C -2.183 0.133 3.677 0.1 -0.4 0.0 -1.273
C -1.579 -0.849 2.935 -0.3 0.1 0.3 -0.376
N -1.258 -0.716 1.620 -0.5 1.1 0.6 0.681
C -1.539 0.513 1.045 -0.2 0.4 -0.2 0.498
C -1.139 0.682 -0.302 0.0 0.2 0.2 -0.342
N -0.363 -0.324 -0.826 -0.7 2.2 -1.6 0.709
C -0.020 -0.229 -2.119 -0.1 -0.1 0.2 -0.663
C -0.421 0.809 -2.937 0.2 0.0 -0.2 -1.435
C -1.160 1.860 -2.411 -0.1 0.0 0.4 -0.908
C -1.508 1.819 -1.067 0.2 -0.2 -0.4 0.546
H -7.273 10.890 0.623 0.0 0.0 0.0 0.244
H -5.891 10.313 1.577 0.0 0.0 0.0 0.347
H -7.435 9.414 1.595 0.0 0.0 0.0 0.334
H -5.416 8.000 -2.130 0.0 0.0 0.0 0.416
H -4.024 5.936 -2.003 0.0 0.0 0.0 0.461
H -4.217 6.122 2.264 0.0 0.0 0.0 0.261
H -5.580 8.116 2.144 0.0 0.0 0.0 0.391
H -3.569 4.061 2.211 -0.1 0.0 0.0 0.192
H -3.071 2.112 3.639 0.0 0.0 0.0 0.418
H -2.388 -0.049 4.722 0.0 -0.1 0.0 0.451
H -1.370 -1.803 3.392 0.1 0.0 0.0 0.318
H 0.601 -1.028 -2.501 0.0 0.0 0.0 0.824
H -0.128 0.799 -3.979 0.0 0.0 0.0 0.523
H -1.450 2.718 -3.002 0.0 0.0 -0.1 0.556
S 1.843 -1.571 2.679 0.2 0.2 0.1 -0.575
C 1.018 -3.036 2.701 -0.4 -0.3 0.7 0.720
N -0.082 -3.231 1.998 0.0 -0.4 0.7 0.991
C -0.867 -4.242 2.529 0.0 -0.4 0.1 -0.915
C -2.212 -4.477 2.242 0.0 0.0 0.0 -0.159
C -2.880 -5.475 2.929 0.0 0.0 -0.1 -0.950
C -2.237 -6.242 3.897 0.1 -0.1 0.1 -0.532
C -0.917 -5.986 4.231 0.0 0.0 0.0 -0.547
C -0.252 -4.973 3.559 0.1 0.1 -0.1 0.826
S 1.322 -4.296 3.901 -0.1 0.2 -0.3 -0.291
H -2.734 -3.847 1.535 0.0 -0.1 0.0 0.413
H -3.928 -5.646 2.721 0.0 0.0 0.0 0.396
H -2.779 -7.020 4.418 0.0 0.0 0.0 0.386
H -0.420 -6.537 5.019 0.0 0.0 0.0 0.395
O 1.644 -2.288 -0.307 1.1 0.0 -0.7 1.414
As 2.934 -1.211 -0.181 1.7 0.3 -0.2 0.373
C 3.856 -1.335 -1.883 -0.3 0.0 0.0 0.356
C 3.535 -2.392 -2.724 -0.2 0.1 0.1 -0.411
C 4.249 -2.585 -3.899 0.1 0.0 -0.1 -0.587
C 5.293 -1.730 -4.216 0.0 0.0 0.0 -0.653
C 5.624 -0.679 -3.368 0.1 0.0 0.0 -0.781
C 4.909 -0.480 -2.200 -0.1 0.0 0.2 -0.133
C 4.340 -1.948 0.929 -0.2 0.0 0.0 0.880
C 4.293 -3.311 1.194 -0.2 0.0 -0.1 -0.408
C 5.278 -3.889 1.974 0.1 0.0 0.0 -0.790
C 6.311 -3.105 2.476 0.0 0.0 0.0 -0.473
C 6.372 -1.753 2.176 0.1 0.0 0.1 -0.757
C 5.384 -1.167 1.398 -0.2 0.1 -0.1 -0.675
C 2.573 0.697 0.053 0.0 -0.3 0.0 1.243
C 2.559 1.475 -1.103 0.1 -0.1 0.0 -0.538
C 2.188 2.808 -1.035 -0.1 0.1 -0.1 -0.902
C 1.806 3.369 0.175 -0.1 0.0 -0.1 -0.471
C 1.859 2.607 1.331 0.0 0.0 0.1 -0.933
C 2.255 1.279 1.278 0.2 0.0 0.0 -0.935
H 2.721 -3.050 -2.450 -0.1 -0.1 -0.1 0.156
H 3.993 -3.398 -4.566 0.0 0.0 0.0 0.467
H 5.857 -1.880 -5.127 0.0 0.0 0.0 0.413
H 6.446 -0.020 -3.615 0.0 0.0 0.0 0.416
H 5.159 0.334 -1.528 0.1 0.0 -0.1 0.381
H 3.465 -3.897 0.810 0.0 -0.1 0.1 0.409
H 5.240 -4.945 2.203 0.0 0.0 0.0 0.434
H 7.071 -3.553 3.102 0.0 0.0 0.0 0.386
H 7.189 -1.154 2.556 0.0 0.0 0.0 0.407
H 5.411 -0.106 1.173 0.1 0.0 0.1 0.357
H 2.861 1.045 -2.049 -0.2 0.0 0.0 0.353
H 2.170 3.404 -1.937 0.0 0.0 0.0 0.394
H 1.464 4.395 0.214 0.0 0.0 0.0 0.425
H 1.592 3.044 2.285 0.0 0.0 0.0 0.465
H 2.345 0.724 2.197 -0.2 0.0 0.0 0.490
C -1.327 -3.074 -0.751 0.0 -0.2 -0.2 -1.542
C -0.689 -3.511 -1.988 -0.3 -0.3 -0.2 0.982
C 0.269 -4.545 -1.971 0.0 0.1 0.1 -0.314
C 0.922 -4.950 -3.111 0.1 0.0 -0.2 -0.918
C 0.648 -4.330 -4.338 -0.2 0.1 0.3 0.588
C -0.349 -3.354 -4.393 0.2 0.0 -0.1 -0.887
C -1.014 -2.970 -3.246 0.1 0.0 0.1 -0.429
C 1.406 -4.664 -5.496 0.2 -0.1 -0.3 0.073
N 2.061 -4.919 -6.409 -0.1 0.0 0.1 -0.619
H -1.494 -3.939 -0.111 -0.1 0.0 0.0 0.601
H -2.253 -2.524 -0.934 -0.1 -0.1 0.0 0.391
H 0.501 -5.015 -1.021 0.0 0.0 0.0 0.463
H 1.659 -5.743 -3.078 0.0 0.0 0.0 0.403
H -0.588 -2.905 -5.350 0.0 0.0 0.0 0.481
H -1.807 -2.235 -3.315 0.0 0.0 0.0 0.441
```
Forces are in eV/Å.

Computed properties:
Spin multiplicity   3
Calculated total energy   -6403.81925 Eh
Kohn-Sham gap (spin up / spin down)   5.23 / 6.98 eV
Expectation value of S²   2.024
Net charge   0
HOMO level (spin up / spin down)   -5.3 / -7.2 eV

---

# 2
Entry from the OMol25 dataset: an isolated molecule of C3H5NO in a non-equilibrium geometry (ωB97M-V/def2-TZVPD).

```
10
Properties=species:S:1:pos:R:3:forces:R:3:mulliken_charge:R:1
O 1.505 0.288 0.111 0.1 0.2 0.0 -0.494
C 0.246 0.934 -0.090 -0.4 0.4 -0.1 -0.243
C -0.704 -0.069 -0.678 -0.1 0.1 -0.2 -0.570
C -1.195 -0.967 0.135 0.1 0.2 -0.2 0.399
N -1.269 -1.899 0.939 0.9 0.7 -0.6 -0.597
H 2.121 0.943 0.469 -0.1 -0.2 -0.1 0.296
H -0.142 1.305 0.869 0.0 0.0 -0.2 0.277
H 0.346 1.775 -0.782 0.1 0.0 0.1 0.283
H -0.232 -1.983 0.754 -0.4 -1.7 1.3 0.337
H -0.676 -0.328 -1.727 -0.1 0.3 -0.1 0.311
```
Forces are in eV/Å.

Computed properties:
Calculated total energy   -247.21161 Eh
Kohn-Sham gap   10.03 eV
Net charge   0
HOMO level   -9.3 eV
SMILES   N=C=CCO

---

# 3
Entry from the OMol25 dataset: an isolated molecule of C9H17NO5 in a non-equilibrium geometry (ωB97M-V/def2-TZVPD).

```
32
Properties=species:S:1:pos:R:3:forces:R:3:mulliken_charge:R:1
C -1.503 0.486 -2.085 2.2 -0.3 2.6 -1.526
C -1.286 0.298 -0.756 -0.8 0.0 -1.5 0.881
C -2.630 0.077 0.273 3.0 0.9 -2.7 0.320
C 1.277 -0.159 2.055 1.2 -1.8 0.7 -1.871
C 0.019 -2.303 -1.381 -0.7 2.5 -2.4 -1.382
C 0.056 2.557 0.627 -2.5 -1.9 -1.6 -1.124
C 0.035 -0.370 1.213 -1.0 2.6 1.7 0.072
C 0.859 -1.054 -1.005 2.3 -0.9 -1.0 -0.034
C 0.793 1.519 -0.297 -1.5 1.2 -0.6 -0.057
N 0.209 0.077 -0.267 -3.7 0.4 1.3 0.806
O -2.779 -1.102 0.460 -0.5 -3.6 1.4 -0.715
O -3.245 1.070 0.448 -1.5 2.3 0.9 -0.592
O -0.360 -1.615 1.338 -3.1 -3.5 -0.8 -0.639
O 1.955 -1.511 -0.255 0.1 -1.8 1.4 -0.618
O 2.130 1.512 -0.239 1.5 0.1 -0.9 -0.518
H -0.662 0.467 -2.738 0.7 0.0 -0.6 0.339
H -2.401 0.636 -2.607 -1.4 0.2 0.2 0.403
H 1.287 -0.821 3.021 -0.3 1.3 -2.0 0.341
H 2.201 -0.332 1.475 -0.5 -0.3 0.6 0.425
H 1.300 0.849 2.319 0.1 1.7 1.0 0.436
H -0.850 -2.015 -1.989 -0.5 0.1 1.1 0.324
H 0.458 -2.813 -2.221 1.4 -0.6 0.4 0.459
H -0.206 -2.883 -0.533 -0.3 -0.8 0.6 0.387
H 0.434 2.608 1.575 1.4 0.1 2.5 0.347
H -0.032 3.569 0.234 0.4 -0.3 -0.5 0.340
H -1.005 2.203 0.800 0.9 0.5 -0.5 0.311
H -0.745 0.370 1.618 0.9 -1.0 -0.7 0.514
H 1.411 -0.573 -1.849 -1.1 -0.4 0.1 0.531
H 0.510 1.871 -1.280 0.2 -0.3 -0.5 0.471
H -1.414 -1.811 1.037 2.5 1.7 0.5 0.500
H 1.701 -2.281 0.371 0.2 1.9 -1.6 0.443
H 2.484 1.475 0.638 0.1 0.0 0.9 0.428
```
Forces are in eV/Å.

Computed properties:
Calculated total energy   -783.94532 Eh
Kohn-Sham gap   9.49 eV
Net charge   0
HOMO level   -9.0 eV
SMILES   C=C(C(=O)[O-])[N+]([C@H](C)O)([C@H](C)O)[C@@H](C)O

---

# 4
Entry from the OMol25 dataset: a structure of composition C17H24AgF5N3NbO2 in a non-equilibrium geometry (ωB97M-V/def2-TZVPD).

```
53
Properties=species:S:1:pos:R:3:forces:R:3:mulliken_charge:R:1
N -1.820 -0.911 0.213 2.2 1.1 0.4 -0.794
C -2.844 -1.498 -0.078 -3.0 -1.5 -0.2 0.704
O -3.858 -2.052 -0.316 2.8 1.5 0.5 -0.388
Ag -0.662 2.766 1.554 -0.3 -0.1 -0.2 0.394
Nb 0.090 -0.321 0.329 -1.8 -1.8 -2.0 1.193
N 0.167 1.513 -0.464 0.5 -0.8 1.0 1.008
N 0.746 -1.742 -0.864 0.7 1.5 2.0 0.458
C -0.475 2.273 -1.543 -0.3 0.3 -0.5 0.661
C 0.259 -2.746 -1.824 -0.3 -0.7 -0.7 0.837
C -0.246 3.771 -1.309 0.2 -0.1 -0.4 -1.433
C 0.141 1.888 -2.891 -0.2 0.1 -0.2 -1.189
C -1.967 1.978 -1.526 -0.2 0.0 -0.3 -1.396
C -0.364 -3.910 -1.045 0.0 -0.1 0.2 -1.302
C 1.409 -3.285 -2.677 0.2 0.0 -0.1 -1.710
C -0.778 -2.125 -2.750 0.0 0.0 -0.3 -1.313
H -0.524 4.109 -0.290 -0.1 0.0 -0.2 0.237
H -0.858 4.327 -2.033 0.3 0.0 0.4 0.470
H 0.810 4.010 -1.474 -0.2 0.2 0.1 0.423
H 1.200 2.176 -2.922 -0.3 -0.2 -0.2 0.456
H -0.378 2.443 -3.685 0.2 -0.2 0.2 0.507
H 0.026 0.813 -3.087 0.1 0.3 0.1 0.058
H -2.166 0.919 -1.715 0.0 0.1 0.0 0.167
H -2.449 2.554 -2.330 0.1 -0.2 0.3 0.505
H -2.436 2.258 -0.571 0.0 0.0 -0.1 0.293
H 0.370 -4.364 -0.366 -0.2 0.0 -0.1 0.343
H -0.704 -4.688 -1.745 0.1 0.3 0.2 0.443
H -1.229 -3.575 -0.462 0.2 -0.1 -0.1 0.236
H 2.149 -3.832 -2.081 -0.1 0.1 -0.1 0.422
H 1.905 -2.473 -3.220 0.0 -0.1 0.0 0.406
H 1.006 -3.993 -3.416 0.1 0.3 0.2 0.453
H -1.062 -2.873 -3.505 0.0 0.3 0.3 0.507
H -0.352 -1.272 -3.291 -0.1 -0.1 0.1 0.210
H -1.685 -1.819 -2.222 0.1 0.0 -0.2 0.141
C 1.639 1.745 -0.301 -0.3 0.2 0.0 -0.902
H 2.107 0.912 0.278 0.0 0.4 0.0 0.198
H 2.172 1.774 -1.260 -0.2 -0.1 0.2 0.434
H 1.788 2.691 0.241 0.4 -0.5 0.0 0.451
C 2.069 -2.010 -0.224 -0.1 -0.4 -0.3 -1.049
H 2.218 -1.348 0.653 0.1 0.0 0.1 0.403
H 2.158 -3.038 0.160 -0.3 0.3 0.0 0.440
H 2.914 -1.843 -0.910 -0.4 0.2 0.2 0.377
F -1.202 1.923 6.819 0.5 -0.5 -1.3 -0.233
C -0.656 1.421 5.689 -0.6 0.5 1.2 0.159
C -0.194 2.304 4.708 0.1 1.1 0.6 0.657
F -0.224 3.630 4.969 0.2 -1.5 -0.3 -0.251
C 0.349 1.834 3.490 0.9 -0.3 0.9 -0.501
F 1.494 2.523 2.962 -1.8 -0.8 0.3 -0.283
C 0.328 0.398 3.363 0.4 -0.5 -0.1 0.257
O 0.544 -0.184 2.171 0.8 -0.1 -0.3 -0.379
C 0.087 -0.472 4.430 0.6 -0.5 -1.5 0.019
F 0.400 -1.782 4.267 -0.9 1.4 0.2 -0.232
C -0.484 0.032 5.581 -0.8 -0.5 1.4 0.634
F -0.929 -0.830 6.520 0.8 1.6 -1.2 -0.209
```
Forces are in eV/Å.

Computed properties:
Calculated total energy   -1679.56899 Eh
Kohn-Sham gap   7.14 eV
Net charge   +2
HOMO level   -15.6 eV

---

Please write out number 3 again, unchanged.
Entry from the OMol25 dataset: an isolated molecule of C9H17NO5 in a non-equilibrium geometry (ωB97M-V/def2-TZVPD).

```
32
Properties=species:S:1:pos:R:3:forces:R:3:mulliken_charge:R:1
C -1.503 0.486 -2.085 2.2 -0.3 2.6 -1.526
C -1.286 0.298 -0.756 -0.8 0.0 -1.5 0.881
C -2.630 0.077 0.273 3.0 0.9 -2.7 0.320
C 1.277 -0.159 2.055 1.2 -1.8 0.7 -1.871
C 0.019 -2.303 -1.381 -0.7 2.5 -2.4 -1.382
C 0.056 2.557 0.627 -2.5 -1.9 -1.6 -1.124
C 0.035 -0.370 1.213 -1.0 2.6 1.7 0.072
C 0.859 -1.054 -1.005 2.3 -0.9 -1.0 -0.034
C 0.793 1.519 -0.297 -1.5 1.2 -0.6 -0.057
N 0.209 0.077 -0.267 -3.7 0.4 1.3 0.806
O -2.779 -1.102 0.460 -0.5 -3.6 1.4 -0.715
O -3.245 1.070 0.448 -1.5 2.3 0.9 -0.592
O -0.360 -1.615 1.338 -3.1 -3.5 -0.8 -0.639
O 1.955 -1.511 -0.255 0.1 -1.8 1.4 -0.618
O 2.130 1.512 -0.239 1.5 0.1 -0.9 -0.518
H -0.662 0.467 -2.738 0.7 0.0 -0.6 0.339
H -2.401 0.636 -2.607 -1.4 0.2 0.2 0.403
H 1.287 -0.821 3.021 -0.3 1.3 -2.0 0.341
H 2.201 -0.332 1.475 -0.5 -0.3 0.6 0.425
H 1.300 0.849 2.319 0.1 1.7 1.0 0.436
H -0.850 -2.015 -1.989 -0.5 0.1 1.1 0.324
H 0.458 -2.813 -2.221 1.4 -0.6 0.4 0.459
H -0.206 -2.883 -0.533 -0.3 -0.8 0.6 0.387
H 0.434 2.608 1.575 1.4 0.1 2.5 0.347
H -0.032 3.569 0.234 0.4 -0.3 -0.5 0.340
H -1.005 2.203 0.800 0.9 0.5 -0.5 0.311
H -0.745 0.370 1.618 0.9 -1.0 -0.7 0.514
H 1.411 -0.573 -1.849 -1.1 -0.4 0.1 0.531
H 0.510 1.871 -1.280 0.2 -0.3 -0.5 0.471
H -1.414 -1.811 1.037 2.5 1.7 0.5 0.500
H 1.701 -2.281 0.371 0.2 1.9 -1.6 0.443
H 2.484 1.475 0.638 0.1 0.0 0.9 0.428
```
Forces are in eV/Å.

Computed properties:
Calculated total energy   -783.94532 Eh
Kohn-Sham gap   9.49 eV
Net charge   0
HOMO level   -9.0 eV
SMILES   C=C(C(=O)[O-])[N+]([C@H](C)O)([C@H](C)O)[C@@H](C)O

---

> Among the records above, which one has the highest net charge?

C17H24AgF5N3NbO2